{
  "formula": "C14H44O18P4",
  "method": "ωB97M-V/def2-TZVPD",
  "energy_ev": -89248.215,
  "smiles": "COP(=O)(OC)OC.COP(=O)(OC)OC.COP(=O)(OC)OC.COP(=O)(OC)OC.CO.CO",
  "gap_ev": 9.80,
  "e_above_lowest_ev": 1.452,
  "homo_energy_ev": -9.5157,
  "lumo_ev": 0.285,
  "elements": ["C", "O", "H", "H", "H", "H", "C", "O", "H", "H", "H", "H", "C", "O", "P", "O", "O", "C", "O", "C", "H", "H", "H", "H", "H", "H", "H", "H", "H", "C", "O", "P", "O", "O", "C", "O", "C", "H", "H", "H", "H", "H", "H", "H", "H", "H", "C", "O", "P", "O", "O", "C", "O", "C", "H", "H", "H", "H", "H", "H", "H", "H", "H", "C", "O", "P", "O", "O", "C", "O", "C", "H", "H", "H", "H", "H", "H", "H", "H", "H"],
  "positions_angstrom": [[6.276060, 2.520740, -9.824040], [5.450970, 1.579050, -10.437490], [7.330100, 2.248820, -9.767650], [6.182360, 3.431890, -10.414900], [5.971960, 2.756960, -8.804330], [5.585750, 0.720380, -10.029900], [6.440950, 2.220150, -13.670790], [6.501600, 1.252580, -14.623770], [5.545130, 2.840790, -13.690760], [6.611110, 1.824550, -12.669470], [7.292070, 2.900980, -13.657890], [7.412120, 0.973450, -14.744820], [2.030090, -0.503600, -10.673090], [1.750270, -0.656040, -12.010760], [2.104870, -2.036020, -12.846450], [1.651650, -3.313430, -12.211210], [1.453660, -1.691100, -14.320580], [0.076710, -1.870470, -14.517250], [3.745810, -1.898650, -13.077900], [4.240810, -0.656630, -13.483410], [2.646440, 0.371060, -10.465310], [2.600740, -1.326480, -10.242600], [1.115660, -0.433780, -10.083990], [-0.439400, -0.911690, -14.467660], [-0.409080, -2.496080, -13.768440], [-0.159760, -2.419890, -15.428470], [4.678840, -0.661300, -14.481510], [5.100480, -0.420590, -12.856240], [3.490100, 0.122400, -13.616270], [4.615140, 2.050440, -17.860030], [5.606640, 2.699330, -18.622600], [6.665800, 2.012830, -19.687710], [6.040370, 1.678990, -20.972800], [7.862070, 3.108800, -19.827540], [7.667320, 4.276160, -20.610610], [7.289520, 0.759570, -18.878930], [7.916040, 1.033640, -17.638070], [4.696740, 0.963540, -17.849920], [3.654030, 2.390440, -18.245730], [4.769910, 2.491030, -16.875130], [6.886280, 4.182430, -21.365120], [8.585970, 4.577990, -21.113680], [7.452250, 5.098610, -19.928380], [8.056410, 2.059200, -17.296580], [8.829160, 0.444490, -17.553080], [7.205050, 0.678850, -16.891930], [11.598540, 1.851830, -14.425750], [11.521350, 0.394460, -14.454450], [10.138460, -0.323680, -14.045160], [8.939470, 0.359150, -14.623070], [10.396550, -1.892350, -14.465140], [10.373020, -2.312420, -15.831020], [10.102610, -0.348350, -12.456220], [9.012450, -0.874230, -11.777560], [10.655920, 2.388760, -14.319550], [12.119270, 2.193230, -15.320390], [12.231130, 2.107480, -13.575710], [11.357690, -2.759810, -15.966570], [10.239680, -1.639910, -16.678410], [9.571570, -3.050300, -15.867060], [9.328400, -1.420580, -10.888870], [8.301770, -1.542040, -12.264450], [8.433290, -0.069770, -11.324200], [11.898990, 8.860930, -15.025190], [11.439540, 7.854730, -14.172840], [10.991730, 6.399670, -14.810110], [9.848210, 6.428760, -15.757170], [12.351120, 5.726670, -15.422040], [13.454390, 5.464920, -14.592700], [10.687040, 5.516720, -13.425760], [9.395930, 5.544770, -12.860920], [11.120220, 9.259320, -15.675490], [12.749730, 8.503740, -15.605510], [12.285280, 9.688110, -14.429660], [14.331220, 6.001080, -14.955750], [13.696170, 4.402540, -14.623940], [13.305790, 5.874220, -13.593460], [8.733140, 6.334110, -13.215540], [9.367030, 5.717720, -11.785110], [8.909310, 4.576060, -12.974460]],
  "forces_ev_per_angstrom": [[0.23, 0.88, 0.30], [-0.30, -0.69, -0.21], [0.15, -0.22, -0.26], [0.12, 0.03, 0.05], [-0.21, 0.00, 0.15], [-0.04, -0.06, 0.06], [1.09, 1.17, 1.97], [-1.18, -0.55, -1.46], [-0.18, -0.36, -0.17], [-0.84, -0.43, 0.42], [0.26, 0.56, -0.88], [0.41, -0.24, 0.16], [0.61, -0.21, 2.20], [-0.22, -1.44, -2.73], [0.37, 0.14, 0.16], [0.96, 2.14, -1.05], [1.86, -0.40, 1.88], [-1.68, -0.38, 0.40], [-3.35, -1.38, 0.35], [1.21, 1.23, -1.28], [-0.13, 0.32, -0.43], [-0.03, -0.37, -0.16], [-0.12, 0.08, -0.14], [0.12, 0.08, -0.34], [0.38, -0.04, 0.47], [0.54, 0.44, -0.37], [0.02, -0.76, -0.19], [-0.44, 0.49, 0.33], [-0.01, 0.10, 0.89], [-0.14, 0.56, 0.33], [2.60, -0.08, -1.85], [-0.98, 0.62, 0.49], [0.36, -0.21, 0.53], [-0.88, -1.59, 0.63], [-0.08, 1.02, 0.02], [-0.11, 1.95, -1.65], [-0.55, -0.88, 1.89], [0.02, 0.06, 0.00], [-0.13, -0.36, 0.03], [-0.36, -0.56, 0.30], [-0.06, -0.24, 0.17], [0.18, -0.56, 0.03], [-0.33, 0.01, -0.02], [0.26, 0.31, -0.96], [0.00, 0.25, -0.17], [0.22, -0.34, 0.18], [0.72, 0.01, 0.37], [-1.37, -0.13, 0.47], [-0.15, -0.20, -1.24], [1.65, -1.11, 0.36], [-0.57, 3.29, 0.93], [0.35, -1.33, -0.20], [1.28, -0.20, -1.54], [-1.69, -0.30, 2.30], [-0.20, -0.48, -0.16], [-0.23, -0.26, -0.11], [-0.07, 0.00, 0.06], [-0.21, -0.34, -0.25], [-0.22, 0.87, 0.71], [0.24, -0.13, -0.30], [0.62, -0.20, -0.21], [0.40, 0.17, -0.84], [-0.16, 0.33, -0.42], [0.74, 0.95, -0.72], [-0.78, -2.57, 0.21], [-0.72, -0.35, 0.72], [1.70, 0.11, 1.00], [-2.36, 0.88, 0.31], [1.10, 0.45, 0.55], [1.31, 1.43, -1.86], [-1.48, -0.03, 0.72], [-0.06, -0.23, -0.07], [-0.08, -0.04, -0.31], [-0.19, -0.12, 0.26], [-0.03, 0.02, -0.38], [-0.24, 0.03, 0.32], [-0.12, -0.53, 0.21], [0.21, -0.10, -0.68], [0.97, 0.02, 0.17], [0.03, 0.01, -0.44]],
  "mulliken_charge": [-0.70, -0.38, 0.27, 0.24, 0.30, 0.26, -0.39, -0.31, 0.41, 0.09, 0.00, 0.48, -0.70, -0.28, 1.03, -0.70, -0.27, -0.76, -0.35, -0.57, 0.24, 0.33, 0.29, 0.28, 0.34, 0.28, 0.30, 0.18, 0.37, -0.59, -0.31, 1.05, -0.72, -0.26, -0.71, -0.39, -0.50, 0.30, 0.32, 0.14, 0.33, 0.24, 0.27, 0.40, 0.22, 0.13, -0.58, -0.37, 0.27, -0.07, -0.31, -0.66, -0.36, -0.67, 0.24, 0.25, 0.33, 0.32, 0.28, 0.27, 0.38, 0.34, 0.14, -0.69, -0.27, 1.03, -0.66, -0.30, -0.68, -0.29, -0.44, 0.28, 0.30, 0.25, 0.31, 0.20, 0.36, 0.35, 0.32, -0.04]
}